1.
Here is a 6-piece molecular cluster, C2H15NO5 overall in a non-equilibrium geometry from the Open Molecules 2025 dataset. Energies are from ωB97M-V/def2-TZVPD.

Orbital gap (alpha / beta): 7.97 / 4.25 eV
2S+1: 2
E_LUMO (alpha / beta): -5.66 / -9.38 eV
Charge: +1
HOMO (alpha / beta): -13.6329 / -13.6325 eV

Last column: Löwdin charge in e.
Positions of all 23 atoms, in Å:
1 H -1.109144 1.708483 0.953670  0.1344
2 H 2.880082 0.999752 -1.087447  0.0632
3 H 1.297480 -0.673072 2.942663  0.1296
4 H -0.605288 -2.360380 -1.708373  -0.0220
5 C 1.444091 0.394050 2.535050  -0.0380
6 H -1.006827 -1.350129 0.287514  0.0560
7 H 1.757457 1.939754 -1.391342  0.0094
8 H -2.439276 -1.728243 -0.258625  0.0638
9 H 1.777051 1.095400 3.366995  0.1385
10 O 0.929275 0.874903 -2.689505  -0.0358
11 O 0.027724 -2.411621 -2.454992  -0.0835
12 H -0.474245 -2.829492 -3.163982  0.0425
13 H 0.668271 0.040284 -2.311550  0.0258
14 N 0.139370 0.565702 1.933908  0.1484
15 H -3.363763 -0.001105 0.867531  0.0671
16 H 2.310695 0.289018 1.866171  0.1250
17 H 0.820732 0.819108 -3.621742  0.0532
18 C -0.032288 1.485057 1.060985  0.1510
19 H -2.764592 -0.242397 2.140891  -0.0095
20 H 0.491501 2.139987 0.320369  0.1486
21 O -3.406208 -0.659639 1.609491  -0.0302
22 O -1.514203 -1.582783 -0.527402  -0.0611
23 O 2.172110 1.487357 -0.670271  -0.0763

Force components x, y, z for each atom (eV/Å):
H -0.120 0.150 0.010
H 0.276 -0.186 -0.170
H 1.051 1.501 0.055
H 0.362 -0.012 -0.539
C -0.157 -3.455 3.648
H -0.939 -0.592 -0.911
H -0.349 0.136 -1.086
H 0.554 -0.033 0.209
H -1.119 -0.618 -1.108
O 0.003 0.816 0.517
O -0.173 0.015 0.078
H 0.207 0.021 -0.012
H -0.204 -0.830 -0.139
N 3.650 4.391 -3.450
H -0.801 -1.030 0.492
H -0.705 0.335 -1.012
H -0.279 -0.272 -1.172
C -3.595 -1.058 1.069
H 1.141 0.323 1.889
H 1.091 -1.165 0.825
O -0.485 0.782 -2.359
O 0.070 0.676 1.260
O 0.522 0.106 1.906



2.
Here is a 2-piece molecular cluster, C3H6N2O overall in a non-equilibrium geometry from the Open Molecules 2025 dataset. Energies are from ωB97M-V/def2-TZVPD.

SMILES: c1c[nH]cn1.O
Orbital gap: 9.87 eV
E_LUMO: 0.87 eV
HOMO: -8.9969 eV

Last column: Löwdin charge in e.
Positions of all 12 atoms, in Å:
1 H -1.287704 -1.302694 2.003908  0.0930
2 C -0.978955 0.807020 -0.256198  -0.2246
3 C -2.654581 -0.350794 0.578304  -0.1292
4 H -0.419155 1.583501 -0.757030  0.1145
5 C -1.459755 -0.802008 1.064067  -0.1706
6 N -0.415434 -0.128080 0.462379  0.0373
7 H -3.560662 -0.415772 1.148333  0.1006
8 H 5.504655 0.368900 -1.044014  0.0297
9 H -3.038810 1.202076 -0.748852  0.1427
10 H 5.080777 -1.109666 -0.784503  0.0321
11 O 5.553076 -0.527568 -1.386133  -0.0620
12 N -2.323455 0.675086 -0.280262  0.0366

Force components x, y, z for each atom (eV/Å):
H -0.033 -0.721 -0.401
C 0.562 -0.515 -0.648
C 0.947 0.119 1.189
H -0.261 -0.133 -0.333
C 0.172 0.660 -0.098
N -0.039 0.451 0.738
H -0.644 -0.138 -0.668
H -0.154 -0.142 0.195
H 0.390 0.341 -0.190
H -0.050 0.255 0.113
O 0.195 -0.112 -0.309
N -1.085 -0.066 0.413



3.
Here is C19H29ILiN3P as an isolated structure in a non-equilibrium geometry from the Open Molecules 2025 dataset. Energies are from ωB97M-V/def2-TZVPD.

Orbital gap: 8.85 eV
E_LUMO: -2.66 eV
Charge: +1
HOMO: -11.5057 eV

Last column: Löwdin charge in e.
Positions of all 54 atoms, in Å:
1 H -2.164400 2.602183 2.206323  0.1024
2 H -2.398033 -0.265224 -0.302397  0.0476
3 Li 0.206556 0.287091 -0.072630  0.5149
4 H -0.015990 0.948158 -3.008188  0.1089
5 H 2.583094 -2.383215 -3.751950  0.1238
6 H -0.080820 -1.506530 2.847549  0.1027
7 C -3.118890 0.142827 0.410010  -0.1431
8 I 1.916590 0.307790 -5.772704  0.8728
9 C 4.613293 3.231103 0.048010  -0.0108
10 C 1.417482 -0.494507 -3.909466  -0.7426
11 H -1.257062 -0.033666 5.258879  0.0644
12 H -0.480550 -1.608519 5.266065  0.0851
13 C 3.946493 2.450541 0.998333  -0.2249
14 C -1.550126 2.431381 4.254636  -0.1009
15 P -0.988299 0.529019 2.086009  1.0216
16 H -3.537382 0.057479 3.846894  0.0561
17 N 0.527642 -0.727408 -1.873728  -0.0664
18 N 1.974548 1.017221 0.259459  0.1213
19 H 4.286324 3.213408 -0.982103  0.1244
20 H -3.989662 1.345136 2.718394  0.0772
21 H -4.092542 -0.290038 0.192096  0.0833
22 H 0.060012 3.076932 1.262485  0.0560
23 H -1.984777 -1.395158 4.387653  0.0665
24 C 5.419012 3.240582 2.715042  -0.0541
25 C 4.347044 2.455010 2.339640  -0.0118
26 H -2.578080 -1.263242 1.938496  0.1096
27 H 5.732248 3.252038 3.747292  0.1141
28 C 6.087824 4.011361 1.774276  -0.0458
29 H 6.927328 4.619021 2.076842  0.1152
30 C 1.899551 -1.660749 -3.352378  -0.1277
31 H -1.784941 3.477153 4.451698  0.0875
32 N 1.338942 -1.753475 -2.135537  -0.0150
33 H 1.701175 -0.772298 4.351350  0.0847
34 H -0.300249 4.175112 2.595929  0.0829
35 H 6.199987 4.614440 -0.280732  0.1143
36 C 0.562338 0.048042 -2.942325  -0.2111
37 H 1.714717 0.201258 2.875385  0.0376
38 H -0.673951 2.179667 4.846586  0.0680
39 H 3.820514 1.844196 3.059289  0.1141
40 H -2.392664 1.834261 4.588881  0.0580
41 H 1.064144 0.865588 4.388559  0.0671
42 H -3.192970 1.220082 0.259102  0.0773
43 C 2.864057 1.662859 0.594980  -0.1476
44 C -2.704272 -0.175210 1.847706  -0.5614
45 H 1.455390 -2.494616 -1.463045  0.1650
46 C 1.147998 -0.030233 3.778293  -0.1284
47 C -0.102170 3.136502 2.340222  -0.1384
48 H 0.810311 2.835037 2.850382  0.0626
49 C -1.049234 -0.909632 4.653333  -0.0995
50 H -4.718612 -0.244764 2.581910  0.0859
51 C 5.682562 4.008519 0.446113  -0.0530
52 C -3.793473 0.279953 2.815291  -0.1093
53 C -1.280499 2.257319 2.762073  -0.5328
54 C -0.233339 -0.569022 3.409649  -0.5480

Force components x, y, z for each atom (eV/Å):
H 0.092 -0.110 0.033
H -0.081 0.022 -0.107
Li 0.166 -0.199 -0.226
H -0.133 0.201 0.066
H 0.074 -0.197 0.046
H -0.045 0.170 0.081
C 0.060 -0.171 0.090
I -0.175 -0.237 0.520
C -0.105 -0.131 0.122
C 0.323 0.065 -0.544
H -0.059 0.059 0.058
H 0.029 -0.056 0.058
C 1.033 0.755 0.383
C -0.146 -0.086 -0.192
P -0.677 -0.260 0.756
H -0.058 0.055 0.092
N -0.515 0.233 0.744
N 0.165 0.175 0.065
H 0.014 0.023 -0.030
H -0.008 0.116 0.029
H -0.104 -0.022 -0.084
H 0.106 0.058 0.034
H -0.103 -0.011 0.071
C 0.012 -0.007 0.087
C -0.082 -0.010 -0.273
H 0.026 0.115 0.005
H 0.053 0.003 0.081
C -0.095 -0.035 -0.061
H 0.050 0.043 0.026
C -0.130 0.430 -0.284
H -0.008 0.068 0.018
N 0.176 -0.225 0.003
H 0.056 -0.042 0.059
H 0.011 0.125 0.039
H 0.064 0.051 -0.057
C 0.258 -0.232 -0.378
H 0.121 0.065 0.061
H 0.057 -0.059 0.078
H -0.009 -0.006 0.048
H -0.016 -0.023 0.112
H 0.050 0.130 0.042
H 0.001 0.094 -0.063
C -0.918 -0.734 -0.381
C 0.207 0.104 -0.078
H -0.023 0.093 -0.047
C -0.052 -0.113 -0.158
C -0.180 0.020 -0.172
H 0.155 -0.031 0.014
C 0.024 -0.041 -0.243
H -0.099 -0.017 -0.003
C 0.037 0.031 0.007
C 0.162 -0.207 -0.008
C 0.229 -0.172 -0.227
C 0.008 0.125 -0.314



4.
Here is the molecule C11H10Cl4N2O from the Open Molecules 2025 dataset. Energies are from ωB97M-V/def2-TZVPD.

SMILES: O=C(NC[C@@H]1CC1(Cl)Cl)Nc1ccc(Cl)c(Cl)c1
Orbital gap: 8.84 eV
E_LUMO: 0.39 eV
HOMO: -8.4508 eV

Last column: Löwdin charge in e.
Positions of all 28 atoms, in Å:
1 N 0.857262 0.237276 0.701289  0.1370
2 C -3.631034 0.110457 0.530832  -0.2986
3 H 0.707333 1.054849 1.274938  0.1422
4 H 2.769272 1.959877 1.115549  0.1090
5 C 3.055461 1.132555 0.483613  -0.0527
6 C -4.558311 -0.237330 -0.607764  -0.1247
7 O -0.181191 -1.639520 -0.122460  0.0498
8 Cl 6.346465 -0.042644 -1.452098  0.6668
9 C -0.207255 -0.625832 0.535973  -0.5759
10 C 2.138585 0.128951 0.172110  -0.2193
11 C -2.589331 -0.876623 1.015752  -0.1624
12 H -4.041661 0.737678 1.314002  0.1320
13 Cl 5.454642 2.338403 0.392991  0.6787
14 Cl -3.945529 2.472846 -0.925099  0.6243
15 C -3.484164 0.780275 -0.803781  -1.1862
16 C 4.345638 1.083052 -0.012388  -0.6915
17 C 3.826922 -0.968158 -1.139089  -0.0898
18 H -5.581472 0.103678 -0.568924  0.1047
19 H -2.407144 -1.657584 0.273368  0.1182
20 H -2.941487 -1.345224 1.941755  0.1276
21 C 4.740038 0.028633 -0.829137  -0.7009
22 H -4.424667 -1.192844 -1.091487  0.1108
23 H -1.331102 0.658514 1.704361  0.1409
24 N -1.312812 -0.236861 1.243380  0.0585
25 H 4.134844 -1.784112 -1.773085  0.1091
26 Cl -2.110707 0.407599 -1.835499  0.6935
27 H 1.833654 -1.702428 -0.891727  0.1018
28 C 2.537762 -0.925478 -0.647373  -0.0031

Force components x, y, z for each atom (eV/Å):
N -0.172 0.331 0.228
C 0.265 -0.062 0.053
H -0.038 -0.172 -0.109
H -0.013 0.100 0.067
C -0.067 -0.144 -0.064
C -0.088 0.051 -0.051
O 0.144 -0.308 -0.269
Cl 0.104 -0.101 -0.103
C 0.031 0.245 0.396
C 0.422 -0.081 -0.217
C -0.077 -0.098 -0.153
H -0.053 0.105 -0.107
Cl -0.005 0.138 0.089
Cl -0.066 -0.042 0.064
C -0.029 -0.036 0.032
C -0.045 -0.194 -0.104
C 0.114 0.242 0.117
H -0.024 0.121 -0.004
H -0.083 0.062 0.144
H -0.028 -0.035 -0.177
C -0.043 0.060 0.052
H 0.122 -0.081 -0.042
H 0.107 -0.043 -0.072
N -0.197 0.174 0.244
H 0.044 -0.069 -0.060
Cl -0.207 -0.048 0.080
H 0.012 -0.012 -0.016
C -0.129 -0.105 -0.018



Number 1: E_tot -14033.59799 eV. Number 2: E_tot -8235.32681 eV. Number 3: E_tot -42234.38096 eV. Number 4: E_tot -66687.16552 eV.